Record 1
ORCA calculation (ωB97M-V with the def2-TZVPD basis set) on a structure of composition C4H10O2S2.

* Kohn-Sham gap: 0.3354 hartree
* net charge: 0
* max |F|: 0.141 Eh/bohr
* total energy: -30069.3868 eV
* highest occupied orbital energy: -8.851 eV

```
18
Properties=species:S:1:pos:R:3:forces:R:3
C 0.78662 -0.19291 -1.34994 1.126 2.758 -0.301
C -0.23367 0.25524 -0.20045 -1.665 -5.933 -0.413
C -0.08781 -0.93645 0.91535 -3.429 0.335 1.767
C 0.12057 1.48671 0.26844 0.904 6.564 2.946
H -0.78535 -1.96823 -0.80890 2.635 -0.234 -3.129
H 0.52247 0.46182 -2.32167 0.233 -1.460 1.616
H 1.91531 0.24414 -1.14717 -2.746 -1.737 -0.174
H -1.02306 0.61329 -1.83920 -3.812 -1.203 3.993
H -0.80497 -1.00733 1.89589 1.068 1.122 -2.484
H -0.40233 -1.84664 0.32963 0.739 1.015 2.210
H 1.45342 -2.02824 1.77097 -1.068 5.334 -1.859
H -0.14654 2.31495 -0.46375 0.937 -1.046 0.664
H 1.17318 1.46506 0.61119 -0.525 0.468 -0.372
H -1.86722 1.57350 1.44878 -3.149 -1.396 -0.965
O -1.60891 0.31444 -0.80760 4.975 0.755 -3.863
O 1.21346 -0.91626 1.38435 1.941 -5.369 1.536
S 0.60915 -1.95564 -1.54047 -1.732 -0.623 -0.872
S -0.83431 2.12254 1.85455 3.568 0.650 -0.301
```
Forces are in eV/Å.

---

Record 2
ORCA calculation (ωB97M-V with the def2-TZVPD basis set) on an isolated molecule of C10H12N2.

* Kohn-Sham gap (spin up / spin down): 0.3236 / 0.2027 hartree
* net charge: 0
* max |F|: 0.100 Eh/bohr
* total energy: -13538.1844 eV
* highest occupied orbital energy (spin up / spin down): -8.528 / -6.097 eV

```
24
Properties=species:S:1:pos:R:3:forces:R:3
C 2.31876 -1.20415 0.57635 -3.162 -1.997 1.192
C 2.58325 1.05379 -0.16697 -1.421 1.300 0.958
C 0.97707 -1.07621 0.58509 2.588 1.233 -0.725
C 0.43115 2.44995 0.20927 2.037 1.848 -0.188
C 1.26077 1.18447 -0.05737 -2.560 -0.384 -0.471
C 3.17268 -0.29692 -0.09509 4.137 1.622 -0.906
C -3.03850 -0.01022 0.22524 -0.494 -2.030 -0.213
C -2.05062 0.63816 -0.79725 -3.528 2.298 -2.939
C -1.76636 -0.71507 0.85492 -1.114 -2.362 1.570
C -0.94192 0.04123 -0.09610 -0.246 0.434 1.522
N -0.61482 2.63818 0.86053 0.866 -1.114 -1.110
N 0.37978 0.02155 -0.04249 2.626 0.824 -0.432
H 2.69400 -2.08837 1.04328 0.408 -0.297 0.348
H 3.13304 1.97374 0.00648 0.301 -0.208 -0.276
H 0.31157 -1.66144 1.10720 -0.974 -1.644 0.887
H 1.09943 3.34899 -0.19870 -1.337 -1.127 0.790
H 4.21391 -0.19988 0.44767 -1.848 -0.336 -1.086
H 3.39577 -0.61644 -1.12619 0.230 -0.244 0.153
H -3.54598 0.71175 0.80223 0.136 1.068 1.161
H -3.96380 -0.67477 -0.03170 2.152 0.697 -0.386
H -2.25603 0.27699 -1.85812 0.565 0.133 0.962
H -2.31717 1.78843 -0.87613 1.367 -2.023 0.255
H -1.44117 -0.46045 1.90001 -0.714 -0.117 -0.616
H -1.78165 -1.91471 0.86132 -0.014 2.425 -0.449
```
Forces are in eV/Å.

---

Record 3
ORCA calculation (ωB97M-V with the def2-TZVPD basis set) on a cluster of 9 separate species, C6H30O12 in total.

* Kohn-Sham gap: 0.3678 hartree
* SMILES: OCCO.OCCO.OCCO.O.O.O.O.O.O
* net charge: 0
* max |F|: 0.021 Eh/bohr
* total energy: -31277.6664 eV
* highest occupied orbital energy: -10.230 eV

```
48
Properties=species:S:1:pos:R:3:forces:R:3
O 1.78694 -4.17868 -0.47442 -0.066 0.084 -0.120
C 0.70729 -4.07416 0.43404 0.043 -0.392 0.594
C 0.47534 -2.65080 0.87438 0.130 0.373 -0.300
O 1.30626 -2.37416 1.99364 0.135 0.093 -0.254
H 2.48778 -3.61048 -0.13708 0.130 -0.105 0.014
H -0.17573 -4.51443 -0.02592 0.030 0.082 -0.248
H 0.93238 -4.65868 1.33874 -0.151 0.009 -0.071
H -0.56960 -2.43127 1.12194 -0.058 -0.259 0.079
H 0.74254 -2.01478 0.01666 -0.138 0.067 0.140
H 1.64252 -1.47340 1.89498 0.069 0.025 0.197
O 4.03636 0.25062 0.48426 0.061 -0.061 -0.035
C 3.37248 0.61444 -0.71491 -0.471 -0.477 -0.255
C 2.79963 2.00878 -0.65548 -0.037 0.163 -1.056
O 1.62963 2.08010 0.15800 1.004 -0.102 0.268
H 4.90090 0.67066 0.50419 0.025 0.024 0.012
H 3.96925 0.46399 -1.62208 0.332 0.224 0.213
H 2.54711 -0.09779 -0.83130 -0.011 0.118 0.124
H 2.50239 2.31889 -1.66306 -0.094 -0.125 0.049
H 3.58381 2.71884 -0.36032 -0.179 0.001 0.329
H 1.96782 1.82032 1.03078 -0.496 0.106 0.156
O -0.10055 0.18474 -1.84022 -0.417 -0.226 -0.270
C -1.53821 0.11364 -1.90925 0.846 0.466 0.105
C -2.07723 -0.12765 -0.53605 -0.324 -0.073 0.713
O -1.68913 1.03625 0.19301 0.157 -0.017 -0.042
H 0.12456 0.79263 -1.12131 0.087 0.008 0.033
H -1.92380 1.08678 -2.23800 -0.094 -0.171 -0.303
H -1.78525 -0.65878 -2.62977 -0.120 -0.082 0.010
H -1.63545 -1.01688 -0.07805 0.028 -0.041 -0.173
H -3.16795 -0.23977 -0.50853 0.028 0.005 -0.243
H -1.93103 0.97908 1.13023 -0.046 0.159 0.088
O -2.75784 -1.47655 2.80673 -0.094 0.079 0.116
H -3.34550 -1.65208 3.54853 -0.021 -0.067 0.039
H -2.72742 -2.30386 2.31812 0.082 -0.013 -0.071
O 0.17090 -0.37164 -5.00993 0.000 0.014 -0.038
H 0.18540 -0.30624 -4.04906 0.085 0.087 0.166
H -0.54993 -0.97250 -5.21282 -0.017 -0.047 -0.026
O -3.88689 2.99528 -0.62397 -0.146 -0.040 0.025
H -3.25592 2.27743 -0.74253 0.118 0.050 0.160
H -3.36120 3.69183 -0.21852 0.073 0.054 -0.076
O -2.28460 1.40970 3.01715 0.042 -0.181 -0.227
H -3.16916 1.76291 2.87531 -0.027 0.102 0.038
H -2.41394 0.45716 3.12258 -0.029 -0.069 0.040
O -0.29654 3.74998 -1.15932 -0.116 0.168 -0.253
H 0.60701 3.72119 -0.83236 -0.008 -0.020 0.212
H -0.56859 2.82931 -1.11598 -0.120 -0.019 0.154
O 1.28207 0.51334 2.43842 -0.118 -0.200 -0.182
H 0.89175 0.08915 3.20980 0.009 0.104 0.124
H 0.55932 0.56751 1.79877 -0.114 0.123 0.047
```
Forces are in eV/Å.

---

Record 4
ORCA calculation (ωB97M-V with the def2-TZVPD basis set) on an isolated molecule of C3H6N2O2.

* Kohn-Sham gap: 0.3855 hartree
* SMILES: CO[C@]12NO[C@H]1N2
* net charge: 0
* max |F|: 0.008 Eh/bohr
* total energy: -10279.1445 eV
* highest occupied orbital energy: -9.499 eV

```
13
Properties=species:S:1:pos:R:3:forces:R:3
C -1.69698 -0.38039 -1.02974 -0.135 -0.075 -0.261
O -1.26353 -0.15598 0.30806 0.066 0.023 0.145
C 0.05780 0.07751 0.44847 -0.120 -0.046 -0.031
N 0.75739 0.94424 -0.50268 -0.149 0.343 0.023
O 2.02431 0.31838 -0.14127 0.158 -0.055 -0.107
C 1.33741 -0.63306 0.66139 0.107 -0.381 0.022
N 0.63997 0.01009 1.75131 0.016 0.195 0.028
H -2.56985 -1.03197 -0.96373 0.103 0.084 -0.042
H -0.91621 -0.85539 -1.63027 -0.098 0.008 0.095
H -1.98163 0.56425 -1.50507 0.066 -0.140 0.055
H 0.79264 1.92374 -0.21100 0.077 -0.077 0.096
H 1.73178 -1.64040 0.71954 -0.055 0.170 0.026
H 1.08690 0.85898 2.09501 -0.037 -0.048 -0.048
```
Forces are in eV/Å.